Record 1
C5H13NO2 | ωB97M-V with the def2-TZVPD basis set

Structure (XYZ):
```
21
Properties=species:S:1:pos:R:3:forces:R:3:lowdin_spin:R:1
O 2.118 -2.105 -0.245 -5.453 2.799 2.263 0.01
H 0.266 0.412 1.868 0.394 0.605 -0.247 0.02
H -2.688 -0.135 1.931 0.712 0.971 -0.243 0.00
C 0.861 0.916 -0.806 0.971 -1.412 -2.222 0.11
H 1.571 1.565 -0.240 -1.092 0.371 0.380 0.06
H -0.100 2.188 -2.132 -1.300 1.539 -0.263 0.00
H 0.242 -1.803 0.960 -1.977 0.802 0.353 0.00
C -0.558 0.218 1.196 -3.055 -1.643 -1.458 0.06
O -2.306 1.886 1.721 1.088 -2.693 -0.567 0.00
H 1.606 0.044 -0.841 -1.533 0.130 0.351 0.03
H -1.539 -1.744 0.657 -2.246 -0.685 -2.035 0.00
C -1.967 0.709 1.653 -1.317 2.182 1.259 0.00
C -0.776 -1.313 1.167 4.920 -0.512 3.406 0.05
H 1.102 -2.360 0.000 4.275 0.333 -1.459 0.00
H 1.429 1.833 -2.842 -0.339 -0.618 0.754 0.00
H 2.523 -2.847 -0.560 1.614 -3.370 -1.346 0.00
C 0.581 1.408 -2.261 0.873 -1.268 0.090 0.00
H -0.923 -1.620 2.243 0.000 0.411 -0.898 0.00
H -1.077 1.477 -0.420 -0.127 -1.180 -0.201 0.02
H 0.083 0.602 -2.852 0.558 0.598 0.453 0.00
N -0.447 0.668 -0.196 3.035 2.641 1.629 0.64
```
Forces are in eV/Å.

The value obtained for the LUMO energy (spin up / spin down) is -3.81 / -8.25 eV. The spin multiplicity is 2. Its gap between HOMO and LUMO (spin up / spin down) is 10.957 / 6.517 eV. The net charge is +1. Its expectation value of S² is 0.75. The HOMO energy (spin up / spin down) comes out at -0.5428 / -0.5426 Ha. Its relative energy (zero: lowest compared OMol25 entry of this formula, charge and spin) is 266.7 kJ/mol.

Record 2
C3H5LiO3V | ωB97M-V with the def2-TZVPD basis set

Structure (XYZ):
```
13
Properties=species:S:1:pos:R:3:forces:R:3:lowdin_spin:R:1
C 0.749 -1.324 0.389 -0.808 -1.467 0.849 0.01
H -1.141 -1.288 -0.723 -0.010 -0.082 0.221 0.01
Li 1.518 -0.678 -2.152 0.158 -0.426 -1.021 0.00
O 1.328 -0.274 -0.347 -0.207 0.100 -1.000 -0.01
H 1.041 -1.298 1.451 0.133 0.072 -0.111 0.00
H -1.185 -2.186 0.837 0.078 0.085 -0.102 0.00
O -2.009 0.933 -0.804 -0.179 -1.063 -0.301 0.74
C -1.828 0.786 0.427 -0.178 1.800 -3.003 0.15
V 2.173 1.082 0.444 1.326 1.414 1.172 2.99
H 1.071 -2.309 0.008 0.081 0.258 0.112 0.00
C -0.758 -1.330 0.305 -0.288 -0.437 -0.410 0.02
O -1.279 -0.147 1.035 -0.132 0.675 1.389 0.02
H -2.119 1.943 0.481 0.027 -0.929 2.206 0.06
```
Forces are in eV/Å.

The value obtained for the LUMO energy (spin up / spin down) is -14.48 / -16.00 eV. The spin multiplicity is 5. Its gap between HOMO and LUMO (spin up / spin down) is 9.298 / 9.007 eV. The net charge is +3. Its expectation value of S² is 6.01. The HOMO energy (spin up / spin down) comes out at -0.8739 / -0.9192 Ha.

Record 3
CH4O2PS | ωB97M-V with the def2-TZVPD basis set

Structure (XYZ):
```
9
Properties=species:S:1:pos:R:3:forces:R:3:mulliken_charge:R:1
H -2.113 -0.030 1.735 -1.223 -0.627 1.100 0.17
H -0.931 1.308 2.105 -0.994 0.078 0.181 0.16
O 1.587 0.358 -1.964 0.153 1.017 -0.726 -0.50
H -0.035 0.726 -0.770 -0.106 0.146 1.008 0.09
S 1.725 -0.990 -1.437 1.146 -1.606 0.593 0.36
O 3.109 -1.367 -1.018 -0.948 0.301 -0.138 -0.55
H -1.427 -0.694 -0.394 0.871 -0.503 0.166 0.01
C -1.553 0.777 1.353 2.240 1.006 0.284 -0.72
P -0.362 -0.089 0.390 -1.139 0.188 -2.468 -0.04
```
Forces are in eV/Å.

The value obtained for the LUMO energy (spin up / spin down) is 3.15 / 3.87 eV. The spin multiplicity is 1. Its gap between HOMO and LUMO (spin up / spin down) is 5.117 / 7.311 eV. The net charge is -1. The HOMO energy (spin up / spin down) comes out at -0.0724 / -0.1266 Ha. Its relative energy (zero: lowest compared OMol25 entry of this formula, charge and spin) is 627.5 kJ/mol.

Record 4
C32H35Cl2GdN8O2S3 | ωB97M-V with the def2-TZVPD basis set

Structure (XYZ):
```
83
Properties=species:S:1:pos:R:3:forces:R:3:lowdin_spin:R:1
S 0.465 -1.077 5.604 0.222 0.113 0.210 0.00
C 5.354 2.195 -3.390 0.139 -0.030 -0.012 0.00
N -3.407 2.467 0.845 0.313 -0.380 -0.125 0.00
H 4.581 -2.618 0.206 -0.020 0.004 0.014 0.00
H -2.313 -2.927 -3.197 -0.022 -0.011 0.010 0.00
C -1.059 -0.641 -3.037 0.001 -0.155 -0.064 0.00
H -2.492 1.648 -2.435 -0.004 -0.032 -0.019 0.00
C 4.589 -1.727 -0.404 -0.084 0.038 -0.041 0.00
C -6.284 -2.572 2.131 -0.009 0.000 0.002 0.01
S -3.705 0.065 -0.511 0.184 0.194 0.021 0.01
H -0.065 -3.178 -2.962 0.005 -0.017 -0.006 0.00
H 7.720 -0.038 -2.396 -0.006 -0.005 0.014 0.00
C -1.610 2.227 -2.181 0.084 0.035 0.037 0.00
H -2.423 -3.239 -1.449 -0.012 0.003 0.012 0.00
H 0.019 -3.217 -1.182 -0.004 -0.003 0.009 0.00
H 0.888 0.040 -2.409 -0.026 0.004 0.046 0.00
C 0.639 3.773 2.782 0.108 0.087 0.068 0.00
C -1.456 2.966 1.735 0.356 0.055 0.144 0.00
C -0.042 2.775 2.096 -0.418 0.067 -0.064 0.00
Cl -3.880 -5.121 0.251 0.012 0.133 0.072 0.01
C 3.371 -1.019 -0.589 0.094 -0.102 0.057 0.00
Cl -3.041 -0.397 2.817 -0.187 -0.022 0.318 -0.01
H 2.256 0.512 1.717 -0.003 0.018 -0.018 0.00
H 7.476 1.982 -3.778 -0.011 0.000 -0.006 0.00
C 0.597 2.242 -1.320 -0.035 0.015 0.000 0.00
H -7.344 -2.507 2.342 0.031 -0.001 -0.006 0.00
O 1.094 -0.796 0.098 0.839 -0.318 -0.200 -0.01
C 4.265 1.689 -2.745 -0.074 -0.030 0.044 0.00
H 0.278 2.953 -0.560 0.013 0.033 -0.005 0.00
C 0.000 -2.564 -2.053 -0.036 -0.004 -0.054 0.00
H 6.664 -1.764 -0.883 -0.011 0.012 -0.028 0.00
C -3.510 -2.751 1.560 0.142 -0.024 -0.057 0.02
H 0.930 -2.004 -2.088 0.022 -0.001 -0.004 0.00
H 1.429 1.645 -0.950 -0.057 -0.001 -0.018 0.00
C 1.058 -2.322 4.595 -0.142 -0.124 0.019 0.00
C 6.619 1.568 -3.262 -0.125 0.091 -0.029 0.00
S -1.798 -2.876 1.212 -0.041 0.071 0.061 0.17
N -2.120 2.077 1.098 -0.315 0.171 -0.079 -0.01
H -5.783 -0.717 3.108 0.015 -0.016 0.002 0.00
H 2.534 4.348 3.607 -0.003 -0.008 0.001 0.00
C 5.712 -1.260 -1.008 0.085 0.059 -0.038 0.00
C 4.384 0.527 -1.942 -0.215 0.099 0.008 0.00
H 3.635 2.209 2.898 -0.017 0.016 0.007 0.00
H -0.543 0.741 4.316 -0.024 -0.070 0.010 0.00
C -0.073 -0.232 4.233 -0.188 0.103 -0.189 0.00
H -5.705 2.847 0.421 -0.013 0.012 -0.004 0.00
C -5.781 -3.649 1.420 0.024 -0.009 -0.013 0.00
N -5.393 2.034 -0.082 0.096 -0.081 -0.112 0.00
H 3.288 2.152 -2.825 0.048 -0.032 -0.001 0.00
H -3.246 -1.833 -2.153 -0.004 -0.017 0.013 0.00
C 2.591 2.404 2.692 0.002 -0.024 -0.008 0.00
N -0.532 1.372 -1.676 0.237 0.015 0.127 -0.01
N 3.264 0.059 -1.314 0.152 0.076 -0.122 0.00
N 0.547 1.636 1.730 -0.034 -0.164 -0.125 -0.01
C -0.068 0.456 -2.728 0.009 0.106 -0.051 0.00
H 0.932 2.815 -2.199 -0.004 -0.006 -0.019 0.00
C -4.119 1.608 0.138 -0.282 0.052 0.262 0.00
H -2.058 -0.230 -3.185 0.001 0.050 0.021 0.00
C 0.752 -2.050 3.304 0.040 0.257 -0.134 0.00
H 0.129 1.035 -3.645 -0.022 -0.020 -0.024 0.00
H 1.006 -2.666 2.455 -0.020 0.010 -0.031 0.00
C -4.075 -1.694 2.281 0.034 0.127 0.025 0.01
H -6.433 -4.436 1.067 0.010 0.006 0.012 0.00
C 1.977 3.583 3.081 -0.027 0.092 0.023 0.00
H -1.258 2.780 -3.066 -0.062 0.016 0.008 0.00
N 0.110 -0.842 3.099 0.124 -0.353 0.056 -0.01
H -0.768 -1.120 -3.985 -0.023 -0.021 -0.012 0.00
C -4.426 -3.727 1.144 -0.084 -0.152 -0.077 0.01
H 1.565 -3.185 4.991 -0.050 0.007 -0.008 0.00
O 2.191 -2.684 0.577 -0.029 -0.172 0.066 0.00
C -5.422 -1.580 2.566 0.013 -0.028 -0.035 0.00
H 5.256 3.081 -4.004 0.017 -0.003 0.005 0.00
C 6.757 0.450 -2.494 -0.061 -0.067 0.061 0.00
C 1.831 1.457 2.025 -0.032 -0.001 -0.013 0.00
C -2.357 -2.459 -2.203 0.056 0.017 -0.027 0.00
C 5.638 -0.098 -1.816 0.182 -0.074 0.003 0.00
H -6.063 1.384 -0.448 0.021 -0.001 -0.001 0.00
N -1.149 -1.653 -1.977 0.045 0.050 0.068 0.00
H -1.896 2.941 -1.410 -0.009 0.006 -0.007 0.00
C 2.126 -1.567 0.089 -0.252 0.144 0.063 0.00
H 0.119 4.680 3.065 0.027 -0.013 0.001 0.00
H -1.946 3.900 2.004 0.040 0.019 0.020 0.00
Gd -0.993 -0.287 0.538 -0.742 0.104 -0.130 6.81
```
Forces are in eV/Å.

The value obtained for the LUMO energy (spin up / spin down) is -0.24 / -1.94 eV. The spin multiplicity is 8. Its gap between HOMO and LUMO (spin up / spin down) is 7.395 / 5.566 eV. The net charge is 0. Its expectation value of S² is 16.05. The HOMO energy (spin up / spin down) comes out at -0.2805 / -0.2758 Ha. Its relative energy (zero: lowest compared OMol25 entry of this formula, charge and spin) is 0.0 kJ/mol.

Record 5
C10H35NO7 | ωB97M-V with the def2-TZVPD basis set

Structure (XYZ):
```
53
Properties=species:S:1:pos:R:3:forces:R:3:mulliken_charge:R:1
H -0.477 3.701 1.396 0.011 -0.091 0.249 0.16
O -0.051 0.599 -0.735 -0.602 -3.127 -5.665 -0.02
H 2.258 3.471 1.459 0.598 0.003 0.018 0.47
H 1.472 2.241 -0.069 0.513 -0.107 -0.276 0.33
H -1.838 -0.135 -1.802 -0.112 -0.486 -0.755 0.23
H -3.174 -3.707 -0.726 -0.463 0.585 -0.326 0.32
C -0.194 3.214 2.329 0.495 0.897 0.479 -1.41
O -3.473 -2.152 -2.894 0.141 0.868 -1.189 -0.61
H 2.227 -0.675 -2.176 -0.068 0.014 -0.018 0.29
N 2.029 -0.551 -1.193 1.229 -1.026 0.630 -0.70
C -2.402 -3.592 -1.487 1.717 -0.855 1.065 -1.28
C -0.705 -0.700 2.073 0.446 -0.277 -0.289 -0.81
H -1.097 2.621 -1.887 -0.010 -0.093 -1.091 0.21
H -1.511 -2.500 -3.005 0.277 0.526 0.104 0.27
C 1.599 -1.805 -0.556 2.520 0.883 -0.809 1.03
H -1.486 -3.728 -0.913 0.359 -0.649 0.046 0.31
H 2.566 2.814 3.109 0.316 0.267 -0.054 0.49
C -2.212 -2.294 -2.196 -2.225 -0.202 -0.410 0.47
C 2.789 -2.760 -0.667 0.524 -1.248 0.301 -1.78
H 2.994 1.837 1.684 -0.301 -0.021 -0.107 0.26
H -1.889 1.749 0.614 -0.745 -0.186 0.356 0.34
H -4.190 -1.830 -2.344 0.265 0.011 0.406 0.33
C -1.904 -1.108 -1.315 -0.719 -0.002 -0.728 -0.86
H 0.825 -2.264 -1.172 -0.708 -0.346 0.518 -0.24
H -0.110 -0.069 2.733 0.284 -0.253 -0.339 0.24
H 0.259 4.032 2.889 0.053 -0.155 0.374 0.44
H -2.494 -4.373 -2.241 -0.059 -0.094 0.260 0.37
H 0.797 2.675 -1.353 0.554 0.941 -0.193 0.67
H -0.840 -1.630 2.624 -0.810 -0.046 -0.009 0.38
H -1.510 2.858 -0.344 0.284 0.694 0.037 0.34
H 1.127 -2.560 1.340 -0.763 -0.622 0.037 0.51
O -0.213 2.374 -2.159 -2.693 2.628 -3.927 -0.83
H 2.716 -3.680 -0.087 -0.653 -0.222 0.165 0.41
H -0.320 1.263 -0.100 1.187 -5.313 -8.086 -0.26
H 0.631 1.283 2.813 0.606 0.907 1.146 0.15
H -0.082 1.502 -1.788 -0.320 -2.109 0.020 0.47
H -0.974 -1.195 -0.753 -1.808 -2.028 -0.924 1.38
O 1.616 2.756 -0.863 2.846 1.538 0.784 -0.87
O 0.637 1.418 0.916 4.558 -0.184 6.257 -0.62
O -1.150 2.099 0.117 -11.723 7.089 0.021 -0.27
C 1.130 -1.575 0.874 0.875 -1.325 0.268 -0.79
H 3.786 -2.431 -0.373 -0.272 0.974 0.085 0.36
H -1.585 -0.108 1.821 -0.545 -0.536 0.421 0.27
H -0.445 -0.213 -0.417 0.889 1.067 -0.042 -0.88
C 0.814 2.101 2.116 1.715 -0.505 0.341 0.73
H -1.050 2.859 2.902 -0.270 0.130 -0.203 0.31
H -2.768 -0.990 -0.660 0.024 -0.208 0.658 0.27
H 2.922 -3.117 -1.688 -0.211 0.221 -0.210 0.40
H -0.259 1.611 0.630 3.501 2.474 7.873 0.02
H 1.310 0.134 -1.007 0.771 0.174 -0.587 0.54
O -0.116 -0.988 0.822 -0.937 -1.651 3.098 -0.27
H 1.717 -1.055 1.631 0.892 0.784 -0.811 0.40
C 2.297 2.576 2.079 -1.434 0.289 1.029 -1.65
```
Forces are in eV/Å.

The value obtained for the LUMO energy is -0.62 eV. The spin multiplicity is 1. Its gap between HOMO and LUMO is 7.317 eV. The net charge is 0. The HOMO energy comes out at -0.2917 Ha. Its relative energy (zero: lowest compared OMol25 entry of this formula, charge and spin) is 1024.3 kJ/mol.

Record 6
C6H13NO2 | ωB97M-V with the def2-TZVPD basis set

Structure (XYZ):
```
22
Properties=species:S:1:pos:R:3:forces:R:3:mulliken_charge:R:1
N 0.972 1.527 -0.523 3.847 0.819 -2.297 -0.27
O -1.333 -0.183 -1.133 0.218 0.270 0.283 -0.53
C -0.242 -0.761 -0.412 0.182 -0.408 -0.194 0.23
H -0.696 2.344 -1.452 -0.131 0.002 -0.247 0.26
H 1.974 1.534 -0.698 0.106 -0.058 -0.026 0.22
C -0.789 -1.701 0.671 -0.003 -0.249 -0.146 0.58
H 0.849 3.017 -1.991 0.114 -0.088 0.208 0.33
C 0.335 2.099 -1.706 -0.543 -0.970 0.226 -0.80
H 2.539 -0.717 0.256 -0.146 -0.010 -0.082 0.37
H -2.027 -1.691 2.429 0.137 0.006 -0.047 0.36
H -1.842 -0.096 1.609 -0.032 -0.080 0.064 0.31
H -2.884 -1.334 0.935 0.066 -0.017 -0.105 0.29
H 0.349 1.400 -2.547 -0.239 0.217 -0.169 0.26
C 0.618 0.284 0.279 -2.800 3.195 -0.567 0.05
H -1.722 -0.859 -1.699 0.102 0.005 0.070 0.34
C -1.948 -1.174 1.474 -0.102 0.104 0.091 -1.16
C 1.831 -0.293 0.977 -0.421 0.621 0.379 -1.71
H 0.371 -1.363 -1.100 -0.012 -0.024 0.098 0.26
H 2.356 0.466 1.552 0.031 0.211 -0.074 0.41
O -0.308 -2.798 0.839 -0.063 0.164 0.045 -0.56
H 1.554 -1.061 1.698 -0.040 -0.116 -0.178 0.42
H 0.042 1.360 0.542 -0.271 -3.595 2.668 0.34
```
Forces are in eV/Å.

The value obtained for the LUMO energy is 0.73 eV. Its SMILES is CN[C@H](C)[C@H](O)C(C)=O. The spin multiplicity is 1. Its gap between HOMO and LUMO is 8.574 eV. The net charge is 0. The HOMO energy comes out at -0.2882 Ha. Its relative energy (zero: lowest compared OMol25 entry of this formula, charge and spin) is 387.4 kJ/mol.

- The highest spin multiplicity belongs to which entry?
  C32H35Cl2GdN8O2S3

- Which of these has the lowest net charge?
  CH4O2PS